1.
C40H36AsCrN3O3S2 | the ωB97M-V functional and the def2-TZVPD basis

The geometry in XYZ format:
```
86
Properties=species:S:1:pos:R:3:forces:R:3:mulliken_spin:R:1
Cr 0.03007 -0.09294 -0.62732 -0.97 0.11 -0.16 3.135
O 1.07802 1.09453 0.32036 0.56 -0.45 0.11 -0.060
C 1.17037 1.79344 1.50156 -0.23 0.14 -0.37 -0.029
C -0.26397 1.95451 2.05116 0.00 -0.09 -0.06 0.056
C -0.91730 0.62624 2.29841 0.01 0.16 0.04 -0.011
C -1.07570 0.19301 3.60673 -0.12 -0.05 -0.06 -0.007
C -1.73113 -1.00062 3.85029 0.00 0.00 -0.02 0.004
C -2.22821 -1.70684 2.77568 -0.03 0.08 -0.02 -0.006
C -2.01717 -1.23476 1.48239 -0.09 -0.06 0.09 -0.003
C -2.50231 -2.05456 0.33102 0.06 0.01 -0.05 0.016
C -1.31199 -2.81763 -0.30915 -0.28 0.24 -0.23 -0.024
O -0.45248 -1.90065 -0.85988 0.70 -0.16 0.33 -0.016
C -1.77787 -3.72487 -1.45403 0.03 0.03 0.00 0.008
C -0.78071 -4.34563 -2.20691 0.00 0.03 0.03 0.008
C -1.10324 -5.14130 -3.28886 -0.01 -0.01 -0.04 0.002
C -2.43565 -5.33437 -3.64178 0.01 -0.03 -0.02 0.000
C -3.43008 -4.71161 -2.91134 -0.01 0.02 0.01 0.000
C -3.10088 -3.90567 -1.82391 -0.03 -0.05 0.04 0.003
C -0.63796 -3.65733 0.78386 0.04 -0.07 -0.05 0.002
C 0.50866 -3.19657 1.41556 0.04 0.02 -0.01 0.000
C 1.08279 -3.91207 2.45691 0.02 -0.01 0.01 0.007
C 0.51946 -5.10805 2.87649 -0.01 -0.01 0.02 0.000
C -0.62231 -5.58323 2.24380 0.00 0.00 0.02 0.000
C -1.19285 -4.86233 1.20569 -0.08 0.02 0.02 -0.001
N -1.34432 -0.09616 1.24263 0.30 -0.14 0.04 -0.021
C 1.79354 3.16242 1.18683 -0.04 0.02 0.11 0.000
C 1.38908 4.34312 1.79722 0.04 0.01 0.04 0.000
C 1.98604 5.55597 1.46656 -0.03 -0.01 0.00 0.000
C 2.99154 5.59516 0.51571 0.02 0.02 -0.02 0.000
C 3.38978 4.41854 -0.10719 0.04 0.01 0.01 -0.001
C 2.79650 3.21444 0.22364 -0.04 -0.02 -0.01 0.007
C 2.05945 1.05015 2.50355 -0.01 0.13 0.08 -0.009
C 2.19176 1.51091 3.81205 0.00 0.02 0.00 0.000
C 2.98636 0.83966 4.72643 0.01 -0.02 0.00 0.000
C 3.67438 -0.30453 4.34039 0.00 0.01 0.04 0.000
C 3.56274 -0.75692 3.03600 0.01 -0.03 -0.02 0.005
C 2.76228 -0.08260 2.12138 -0.02 -0.06 0.00 0.025
H -0.82399 2.50197 1.28892 0.01 0.01 0.02 -0.012
H -0.29252 2.52253 2.98066 0.01 0.00 -0.01 0.001
H -0.68745 0.79758 4.41420 0.01 0.00 0.00 0.000
H -1.85821 -1.36547 4.86179 0.00 -0.01 0.00 0.000
H -2.75529 -2.64167 2.90796 0.00 0.00 0.02 0.000
H -2.91762 -1.41382 -0.44909 -0.01 -0.01 0.01 -0.002
H -3.26529 -2.74408 0.69638 -0.01 0.00 -0.02 0.003
H 0.25534 -4.16654 -1.94641 0.00 0.01 0.00 0.000
H -0.31491 -5.59668 -3.87505 0.00 -0.01 0.01 0.000
H -2.69005 -5.95593 -4.49111 0.00 0.02 -0.02 0.000
H -4.46880 -4.83227 -3.19369 0.00 -0.01 0.01 0.000
H -3.89657 -3.40962 -1.28332 0.00 -0.01 0.00 0.001
H 0.95821 -2.26912 1.08464 0.00 0.00 -0.03 -0.007
H 1.97456 -3.52946 2.93883 0.00 0.01 0.01 0.000
H 0.96788 -5.66997 3.68659 0.01 0.00 0.00 0.000
H -1.06486 -6.52249 2.55327 0.00 0.00 0.01 0.000
H -2.07997 -5.24083 0.70924 0.01 -0.01 -0.01 0.000
H 0.59522 4.34110 2.53378 0.01 0.00 0.01 0.000
H 1.65571 6.46723 1.95107 0.00 0.00 0.00 0.000
H 3.45614 6.53746 0.25090 -0.01 0.00 0.00 0.000
H 4.15369 4.44211 -0.87402 0.00 0.00 0.00 0.000
H 3.06641 2.30708 -0.29832 -0.02 0.00 -0.02 0.001
H 1.67735 2.41525 4.11838 0.01 0.01 -0.01 0.000
H 3.07359 1.21154 5.74017 0.01 0.00 0.00 0.000
H 4.29783 -0.83158 5.05189 0.00 -0.01 0.00 0.000
H 4.10367 -1.64081 2.71964 0.01 0.00 0.00 0.000
H 2.68314 -0.43019 1.09994 -0.01 0.01 -0.02 -0.005
S -1.59789 0.49223 -2.26108 0.24 -0.08 0.22 -0.050
C -0.77286 -0.27877 -3.59786 -0.20 -0.03 -0.27 0.028
C -1.57834 -0.48679 -4.77126 0.08 0.02 0.16 0.011
N -2.25957 -0.59721 -5.69428 0.00 0.00 0.01 0.004
C 0.53810 -0.63419 -3.60378 0.17 -0.10 -0.12 -0.002
S 1.65891 -0.37590 -2.30613 -0.18 0.14 0.08 -0.082
C 1.08543 -1.26187 -4.78228 -0.12 0.05 0.11 0.012
N 1.53930 -1.78026 -5.70453 0.02 0.03 0.00 -0.003
C -1.07841 3.29652 -4.45108 0.00 -0.11 -0.02 -0.001
As -0.37703 3.84046 -2.74180 0.41 0.18 0.07 0.004
C -1.84752 4.03892 -1.50899 -0.03 -0.06 0.06 0.004
C 0.11577 5.68811 -3.05325 -0.01 0.08 -0.03 0.000
O 0.93604 3.03706 -2.18114 -0.23 0.05 -0.09 0.002
H -1.58300 4.14138 -4.91924 -0.02 -0.01 -0.01 0.000
H -1.75952 2.45759 -4.33775 0.00 0.00 0.01 0.001
H -0.22756 2.98677 -5.05679 -0.02 0.00 -0.02 0.000
H -2.64354 4.62073 -1.97413 -0.01 0.00 0.00 0.000
H -1.46072 4.56961 -0.63853 -0.02 -0.02 0.01 0.000
H -2.22084 3.06020 -1.21935 0.01 0.00 -0.01 0.000
H -0.73620 6.29249 -3.36634 -0.01 0.00 0.00 0.000
H 0.88589 5.70911 -3.82342 0.00 0.01 0.01 0.000
H 0.53366 6.07964 -2.12621 0.00 0.00 -0.01 0.000
```
Positions in Å, forces in eV/Å.

Computed properties:
- HOMO (spin up / spin down): -4.257 / -4.454 eV
- 2S+1: 4
- Energy above the lowest of the compared OMol25 structures with the same formula, charge and spin: 1.586 eV
- Total charge: -1
- Calculated total energy: -6012.61295 a.u.
- HOMO-LUMO gap (spin up / spin down): 6.58 / 6.78 eV


2.
C40H36BCrN9PS3Se | the ωB97M-V functional and the def2-TZVPD basis

The geometry in XYZ format:
```
92
Properties=species:S:1:pos:R:3:forces:R:3:mulliken_spin:R:1
Cr -0.55050 1.06894 -0.20319 -0.59 -0.42 -1.42 1.318
C -1.83140 0.42689 -5.17059 -0.09 0.04 0.16 -0.002
N -2.79503 0.22077 -4.09509 0.11 -0.07 -0.18 -0.004
C -4.16432 0.09609 -4.24654 0.22 0.12 -0.14 -0.003
C -4.65790 -0.16104 -3.02128 0.06 -0.01 0.30 0.000
N -3.60724 -0.19826 -2.11978 -0.12 -0.33 -0.06 0.001
B -3.77657 -0.75731 -0.66795 0.01 0.10 0.00 -0.011
N -4.28242 0.37797 0.31724 -0.08 -0.10 -0.07 -0.002
C -5.20366 0.15099 1.32197 0.13 -0.17 -0.26 0.000
C -5.29701 1.26616 2.07430 0.13 0.22 0.04 0.001
N -4.41813 2.18405 1.52443 0.04 0.07 -0.06 0.002
C -4.21815 3.53706 2.01793 -0.04 -0.16 -0.05 0.001
C -3.80039 1.62075 0.44389 -0.21 -0.04 0.30 0.011
S -2.63197 2.38455 -0.57126 -0.08 -0.01 0.36 -0.017
C -2.46969 0.03801 -2.79299 -0.34 0.29 -0.07 -0.008
S -0.81865 0.13524 -2.28915 0.16 0.00 0.32 -0.055
H -2.37165 0.46282 -6.11232 -0.03 0.01 0.00 0.000
H -1.11395 -0.39092 -5.18977 -0.03 -0.03 0.00 0.000
H -1.28554 1.35671 -5.02000 -0.04 0.02 0.02 0.001
H -4.65188 0.20912 -5.20143 0.10 -0.04 0.08 0.000
H -5.67389 -0.33833 -2.70632 0.15 0.00 0.00 0.000
H -4.64571 -1.60292 -0.69564 0.08 0.12 0.07 0.000
H -2.71983 -1.16660 -0.28280 -0.06 -0.01 -0.07 0.005
H -5.71072 -0.79757 1.41024 0.07 0.12 -0.04 0.000
H -5.89720 1.49079 2.94200 0.07 0.01 -0.11 0.000
H -3.87892 3.51183 3.05291 0.01 -0.03 0.02 0.000
H -5.14566 4.10325 1.95428 -0.03 0.00 -0.01 0.000
H -3.46503 4.01205 1.39902 0.08 0.03 -0.06 0.000
C 4.57893 -1.52813 -2.67914 -0.02 0.00 -0.01 0.000
C 3.47174 -0.79841 -3.09240 -0.06 0.02 0.03 0.000
C 2.55340 -0.34068 -2.15781 0.15 -0.07 0.04 0.006
C 2.73619 -0.61013 -0.80335 -0.12 0.07 -0.07 -0.001
C 3.85543 -1.32376 -0.39332 0.05 -0.08 0.07 -0.002
C 4.76880 -1.78654 -1.32945 0.02 0.00 -0.04 0.000
P 1.58138 0.13802 0.39098 0.41 -0.09 -0.15 -0.026
C 1.80252 -0.74617 1.97003 -0.30 0.08 0.25 0.004
C 1.69463 -0.03800 3.17085 0.11 0.03 -0.06 0.001
C 1.58614 -0.70608 4.38401 -0.02 0.00 0.02 0.001
C 1.60696 -2.09607 4.41190 -0.01 -0.02 0.02 -0.002
C 1.76387 -2.80581 3.22900 0.03 0.14 -0.06 0.002
C 1.84611 -2.14020 2.00928 -0.03 0.15 0.25 0.001
C 2.46256 1.73022 0.63982 -0.06 -0.07 0.02 0.006
C 3.63956 1.89186 1.31870 0.08 0.17 0.00 0.002
C 4.32804 3.12684 1.25952 -0.04 -0.13 0.04 -0.001
C 3.84158 4.15051 0.49445 0.02 0.00 -0.02 0.001
C 2.62444 4.01283 -0.21946 -0.08 0.00 0.02 0.003
C 2.09480 5.05353 -1.02594 0.05 -0.02 0.05 0.001
C 0.91517 4.87051 -1.68537 -0.05 -0.08 -0.04 -0.006
C 0.17982 3.66603 -1.54351 0.04 -0.02 0.04 -0.043
C 0.62937 2.63229 -0.75848 0.17 0.00 0.29 -0.072
C 1.90295 2.79649 -0.11495 -0.03 0.04 -0.08 -0.019
H 5.29172 -1.89557 -3.40822 -0.02 0.02 0.03 0.000
H 3.31830 -0.58594 -4.14468 0.01 -0.02 0.06 0.000
H 1.69557 0.23051 -2.48030 0.00 0.04 -0.05 0.002
H 4.01734 -1.53088 0.65746 -0.01 0.00 -0.04 0.000
H 5.63357 -2.35151 -1.00298 -0.03 0.00 0.01 0.000
H 1.71896 1.04642 3.15943 -0.09 0.02 0.03 0.000
H 1.48082 -0.14166 5.30497 0.03 -0.03 -0.06 0.000
H 1.50267 -2.62148 5.35584 0.04 0.04 -0.05 0.000
H 1.79290 -3.88973 3.23717 0.00 0.04 -0.01 0.000
H 1.90286 -2.72248 1.09595 0.24 0.15 0.32 -0.003
H 4.05350 1.06914 1.89157 0.03 0.03 -0.04 0.000
H 5.25903 3.24642 1.80308 -0.06 -0.01 -0.04 0.000
H 4.38988 5.08446 0.41767 -0.04 -0.04 0.01 0.000
H 2.64000 5.98792 -1.10923 -0.01 -0.04 0.00 0.000
H 0.51342 5.66109 -2.30871 0.02 -0.02 0.00 0.000
H -0.76593 3.58203 -2.06549 -0.02 0.02 0.01 0.004
C 0.06947 -6.79195 -2.88413 0.06 0.04 0.03 0.000
C 0.74230 -5.90115 -1.87240 -0.14 0.04 -0.04 -0.001
C 1.95971 -6.25107 -1.29660 0.11 0.02 0.08 0.001
C 2.50200 -5.32746 -0.42085 -0.08 0.18 0.03 -0.001
N 1.91578 -4.17500 -0.11571 -0.39 -0.38 -0.55 0.000
C 0.70664 -3.91378 -0.69608 0.27 -0.24 -0.08 0.001
S -0.12455 -2.43761 -0.32457 -0.20 -0.43 -0.17 -0.007
N 0.12300 -4.76602 -1.58002 0.13 0.17 0.20 0.001
H 0.56426 -7.76168 -2.95095 -0.03 0.02 0.00 0.000
H 0.10253 -6.31566 -3.86723 -0.02 -0.02 0.06 0.000
H -0.97985 -6.93327 -2.62381 0.04 0.02 0.01 0.000
H 2.45476 -7.18685 -1.52344 -0.01 0.07 0.01 0.000
H 3.45951 -5.51520 0.06450 -0.06 0.00 -0.05 0.000
Se -2.15610 -1.29267 2.83834 -0.17 -0.71 -0.02 0.002
N -2.14922 -0.13790 4.17085 0.04 0.03 0.01 0.003
C -1.58798 0.96739 3.71218 0.10 0.21 0.00 0.000
C -1.31034 2.18967 4.39638 -0.04 -0.12 0.08 0.000
C -0.69470 3.16836 3.68615 0.10 0.19 -0.07 0.000
C -0.33995 2.99554 2.30354 0.13 0.56 0.31 0.005
N -0.57580 1.90575 1.65676 -0.06 -0.16 0.45 -0.064
C -1.19201 0.90547 2.34668 -0.06 0.19 0.30 -0.043
N -1.42953 -0.19648 1.68939 0.17 0.21 -0.39 0.010
H -1.57354 2.31389 5.44085 0.02 -0.03 -0.09 0.000
H -0.45236 4.10959 4.15983 0.02 0.02 -0.06 0.000
H 0.13998 3.78913 1.73935 0.01 0.04 0.10 -0.001
```
Positions in Å, forces in eV/Å.

Computed properties:
- HOMO (spin up / spin down): -6.137 / -6.143 eV
- 2S+1: 2
- Energy above the lowest of the compared OMol25 structures with the same formula, charge and spin: 0.823 eV
- Total charge: 0
- Calculated total energy: -7045.39277 a.u.
- HOMO-LUMO gap (spin up / spin down): 4.46 / 4.43 eV